{"formula": "C4H9NO2PS", "method": "ωB97M-V with the def2-TZVPD basis set", "symbols": ["C", "C", "C", "C", "N", "O", "O", "P", "S", "H", "H", "H", "H", "H", "H", "H", "H", "H"], "xyz": [[0.91, 0.92, -0.62], [1.71, 0.64, 0.64], [-0.30, -0.99, 0.83], [-1.79, -1.15, 0.93], [0.14, -0.29, -0.81], [1.78, -2.27, -1.17], [0.42, -2.10, 0.90], [1.60, -2.92, 0.13], [0.41, 0.28, 1.92], [0.31, 1.87, -0.34], [1.49, 1.12, -1.47], [2.47, -0.22, 0.38], [2.22, 1.45, 1.12], [-2.12, -1.42, -0.05], [-2.29, -0.25, 1.37], [-2.10, -1.89, 1.69], [-0.70, -0.08, -1.46], [0.70, -1.10, -1.10]], "lowdin_spin": [0.028, 0.069, 0.066, 0.009, 0.001, 0.260, 0.194, 0.548, 0.780, 0.006, 0.003, 0.031, 0.002, 0.000, 0.003, 0.002, 0.001, 0.000], "charge": 1, "gap_ev": [4.68, 4.35], "e_homo_ev": [-9.184, -13.353], "multiplicity": 3, "energy_ev": -29991.5447}

{"formula": "C25H23F5N2O5", "method": "ωB97M-V with the def2-TZVPD basis set", "symbols": ["C", "C", "O", "C", "C", "C", "N", "C", "C", "N", "C", "O", "C", "C", "C", "C", "C", "C", "C", "F", "F", "C", "C", "C", "C", "C", "C", "F", "F", "F", "C", "H", "H", "H", "H", "H", "H", "H", "H", "H", "H", "H", "H", "H", "H", "H", "H", "H", "H", "H", "C", "C", "O", "C", "O", "O", "H", "H", "H", "H"], "xyz": [[-4.81, 3.26, -1.81], [-3.37, 3.25, -0.95], [-2.54, 2.22, -1.57], [-1.32, 1.90, -0.82], [-0.89, 3.07, 0.30], [-0.09, 2.03, -1.96], [0.80, 2.23, -2.89], [-1.46, 0.40, -0.19], [-0.84, 0.45, 1.37], [-0.16, 0.36, 2.48], [-3.07, 0.01, 0.09], [-3.78, -0.48, -1.09], [-5.22, -0.62, -0.82], [-5.86, -1.47, 0.44], [-7.51, -1.60, 0.72], [-8.60, -0.85, -0.30], [-7.96, 0.01, -1.58], [-6.32, 0.10, -1.84], [-0.81, -0.83, -1.01], [-1.16, -0.89, -2.47], [-1.39, -2.11, -0.43], [0.81, -1.05, -0.88], [1.88, -0.72, -2.13], [3.51, -0.96, -2.02], [4.23, -1.59, -0.65], [3.19, -1.95, 0.58], [3.86, -2.63, 1.96], [3.90, -4.11, 1.66], [5.26, -2.19, 2.18], [2.99, -2.47, 3.15], [1.58, -1.69, 0.47], [-5.20, 4.37, -1.91], [-4.74, 2.68, -2.82], [-5.60, 2.71, -1.11], [-3.68, 3.06, 0.16], [-2.94, 4.35, -1.09], [-0.87, 4.16, -0.18], [-1.62, 3.12, 1.21], [0.23, 2.91, 0.67], [-3.16, -0.85, 0.91], [-3.67, 0.93, 0.57], [-5.11, -2.01, 1.19], [-7.90, -2.24, 1.63], [-9.75, -0.92, -0.10], [-8.72, 0.55, -2.30], [-5.89, 0.68, -2.77], [1.50, -0.30, -3.18], [4.26, -0.74, -2.92], [5.40, -1.77, -0.60], [0.86, -1.98, 1.37], [8.58, -1.74, 2.21], [8.72, -0.34, 2.70], [10.06, -0.01, 2.37], [10.42, -0.83, 1.34], [11.45, -0.71, 0.70], [9.49, -1.80, 1.13], [7.56, -1.96, 1.87], [8.87, -2.48, 2.96], [8.05, 0.36, 2.18], [8.55, -0.25, 3.78]], "lowdin_charge": [-0.081, -0.240, -0.155, -0.325, -0.065, -0.034, 0.115, -0.141, -0.069, 0.141, -0.129, -0.146, -0.139, -0.004, -0.057, -0.068, -0.058, -0.003, -0.216, 0.002, -0.026, -0.027, 0.005, -0.036, 0.016, -0.048, -0.218, -0.020, -0.006, 0.012, 0.061, 0.089, 0.083, 0.075, 0.119, 0.136, 0.114, 0.100, 0.120, 0.142, 0.152, 0.093, 0.086, 0.078, 0.084, 0.086, 0.094, 0.097, 0.111, 0.109, -0.142, -0.141, 0.062, -0.516, 0.134, 0.062, 0.112, 0.139, 0.137, 0.138], "gap_ev": 7.81, "e_homo_ev": -8.837, "multiplicity": 1, "energy_ev": -53076.7169, "smiles": "CCO[C@](C)(C#N)[C@@](C#N)(COc1ccccc1)C(F)(F)c1cccc(C(F)(F)F)c1.O=C1OCCO1"}

What is the multiplicity in the first record? 3